[1]
Formula: C43H40NSi
Source: the Open Molecules 2025 dataset
Level of theory: the ωB97M-V functional and the def2-TZVPD basis

XYZ file:
```
85
Properties=species:S:1:pos:R:3:lowdin_charge:R:1
C -2.0480 -2.3924 1.3553 -0.083
C -1.9132 -1.9513 2.6740 -0.073
C -1.3879 -0.6831 2.9374 -0.081
C -0.9992 0.1466 1.8743 -0.253
Si -0.1409 1.7715 2.2476 0.762
C -0.4543 2.9277 0.8030 -0.236
C -1.5793 3.7671 0.8503 -0.073
C -1.8943 4.5854 -0.2406 -0.080
C -1.0675 4.6000 -1.3684 -0.103
C 0.0673 3.7889 -1.4118 -0.092
C 0.3698 2.9420 -0.3363 -0.087
C -0.8319 2.4240 3.8551 -0.248
C -2.2289 2.5453 3.9685 -0.114
C -2.7935 3.0583 5.1424 -0.073
C -1.9652 3.4223 6.2115 -0.077
C -0.5789 3.2556 6.1173 -0.071
C -0.0072 2.7557 4.9410 -0.077
C 1.7479 1.5807 2.5394 -0.298
C 2.5125 2.9348 2.5837 -0.163
C 3.7822 2.7196 1.7882 -0.149
C 3.7196 1.3103 1.1782 -0.150
N 2.3977 0.8033 1.4978 -0.149
C 2.0123 -0.4641 1.1738 -0.099
C 2.4702 -1.2057 0.0957 -0.052
C 2.3930 -2.6523 0.0461 -0.238
C 3.2824 -3.3937 -0.7834 -0.058
C 3.1872 -4.7785 -0.8905 -0.106
C 2.2145 -5.4741 -0.1578 -0.113
C 1.4081 -4.7838 0.7564 -0.097
C 1.5377 -3.4031 0.9043 -0.048
C -1.2209 -0.2648 0.5487 -0.080
C -1.6832 -1.5559 0.2986 -0.086
H -2.4364 -3.3882 1.1441 0.106
H -2.2056 -2.5923 3.5049 0.109
H -1.2789 -0.3349 3.9678 0.111
H -2.2043 3.7818 1.7443 0.086
H -2.7849 5.2130 -0.1962 0.106
H -1.3101 5.2489 -2.2122 0.105
H 0.7274 3.8040 -2.2796 0.103
H 1.2503 2.2977 -0.3924 0.103
H -2.8769 2.2342 3.1449 0.105
H -3.8747 3.1646 5.2125 0.105
H -2.4019 3.8293 7.1240 0.106
H 0.0717 3.5075 6.9582 0.108
H 1.0740 2.6104 4.8742 0.083
H 1.8421 1.0825 3.5268 0.120
H 1.8968 3.7188 2.1369 0.101
H 2.6858 3.2378 3.6209 0.105
H 3.8504 3.4576 0.9923 0.107
H 4.6693 2.8343 2.4084 0.110
H 3.8839 1.3251 0.0910 0.111
H 4.5093 0.6648 1.6074 0.131
H 1.2763 -0.8852 1.8782 0.110
H 3.1423 -0.7203 -0.6223 0.096
H 4.0982 -2.8582 -1.2876 0.108
H 3.8655 -5.3266 -1.5509 0.101
H 2.0997 -6.5533 -0.2745 0.096
H 0.6704 -5.3156 1.3671 0.103
H 1.0116 -2.8824 1.7163 0.098
H -1.0173 0.4198 -0.2783 0.099
H -1.7550 -1.9003 -0.7325 0.058
C -1.4266 -2.1331 -3.2312 0.139
C -1.9843 -0.8047 -3.3090 -0.177
C -3.2410 -0.5840 -2.6453 -0.011
C -3.7557 0.6853 -2.4610 -0.037
C -3.0931 1.7967 -3.0137 -0.010
C -1.9693 1.5902 -3.8258 -0.041
C -1.4494 0.3115 -4.0172 0.016
C -0.5685 -2.7981 -4.1754 -0.165
C -0.6705 -4.2346 -4.2364 0.011
C 0.1816 -4.9911 -5.0239 -0.042
C 1.1368 -4.3589 -5.8392 -0.012
C 1.1636 -2.9582 -5.9059 -0.039
C 0.3152 -2.1872 -5.1119 0.013
H -1.9776 -2.8156 -2.5706 0.123
H -3.8149 -1.4618 -2.3175 0.134
H -4.6727 0.8216 -1.8800 0.125
H -3.4642 2.8027 -2.8222 0.120
H -1.4893 2.4480 -4.3113 0.122
H -0.6548 0.1818 -4.7479 0.094
H -1.4877 -4.7129 -3.6878 0.128
H 0.1130 -6.0828 -5.0028 0.123
H 1.8397 -4.9566 -6.4204 0.124
H 1.8681 -2.4617 -6.5841 0.123
H 0.3148 -1.1074 -5.2530 0.094
```

The value obtained for the gap between HOMO and LUMO is 2.919 eV. Its charge is +1. Its multiplicity is 1. Its LUMO energy is -0.216 hartree.

[2]
Formula: C43H41BFeN7
Source: the Open Molecules 2025 dataset
Level of theory: the ωB97M-V functional and the def2-TZVPD basis

XYZ file:
```
93
Properties=species:S:1:pos:R:3:lowdin_charge:R:1
Fe -0.2854 0.0770 0.7298 0.682
C -2.1372 -4.5805 -2.1768 -0.031
C -2.1652 -3.7281 -0.9448 -0.279
C -2.8979 -3.9044 0.2039 0.009
C -2.5767 -2.8071 1.0318 -0.231
N -1.6984 -2.0147 0.4176 0.104
N -1.4508 -2.5906 -0.8000 0.032
B -0.4251 -2.0187 -1.8274 -0.495
N -0.9103 -0.6149 -2.2516 0.036
N -1.3427 0.2757 -1.3451 0.066
C -1.7708 1.3379 -2.0064 -0.242
C -1.6028 1.1284 -3.3894 0.023
C -1.0562 -0.1309 -3.5014 -0.267
C -0.7070 -0.8868 -4.7467 -0.019
C -2.3049 2.5338 -1.3315 -0.148
C -2.4271 3.7380 -2.0242 -0.040
C -2.8669 4.8861 -1.3815 -0.096
C -3.1737 4.8523 -0.0254 -0.102
C -3.0941 3.6499 0.6608 -0.081
C -2.6809 2.4985 0.0095 -0.045
N 0.9733 -2.0354 -1.1679 0.037
N 1.1431 -1.6196 0.0918 0.051
C 2.4176 -1.7669 0.3987 -0.246
C 3.1029 -2.3069 -0.7070 0.019
C 2.1425 -2.4649 -1.6839 -0.272
C 2.2999 -3.0102 -3.0693 -0.021
C 2.9520 -1.3371 1.7041 -0.146
C 2.1026 -0.9954 2.7567 -0.032
C 2.6135 -0.5268 3.9571 -0.089
C 3.9832 -0.3826 4.1281 -0.093
C 4.8400 -0.7330 3.0918 -0.093
C 4.3269 -1.2120 1.8944 -0.036
C -3.1393 -2.5322 2.3749 -0.149
C -2.7220 -1.4497 3.1522 -0.025
C -3.2992 -1.1973 4.3887 -0.079
C -4.3189 -2.0078 4.8692 -0.106
C -4.7336 -3.0963 4.1130 -0.100
C -4.1364 -3.3639 2.8889 -0.045
H -2.8349 -5.4083 -2.0572 0.074
H -2.4261 -4.0041 -3.0588 0.077
H -1.1388 -4.9849 -2.3599 0.077
H -3.5674 -4.7281 0.4107 0.097
H -0.3826 -2.7156 -2.8042 0.107
H -1.8645 1.7921 -4.2011 0.102
H -0.9279 -0.2696 -5.6150 0.077
H 0.3521 -1.1521 -4.7684 0.065
H -1.2820 -1.8128 -4.8209 0.076
H -2.1554 3.7811 -3.0745 0.102
H -2.9598 5.8118 -1.9365 0.094
H -3.4621 5.7586 0.4920 0.093
H -3.3461 3.6095 1.7138 0.103
H -2.6350 1.5570 0.5382 0.089
H 4.1492 -2.5649 -0.7806 0.102
H 3.3401 -3.2848 -3.2318 0.076
H 1.6762 -3.8930 -3.2244 0.076
H 2.0125 -2.2678 -3.8174 0.065
H 1.0347 -1.0871 2.6274 0.086
H 1.9368 -0.2526 4.7593 0.084
H 4.3830 0.0174 5.0517 0.095
H 5.9111 -0.6148 3.2075 0.095
H 5.0032 -1.4601 1.0838 0.102
H -1.9469 -0.7945 2.7825 0.058
H -2.9511 -0.3560 4.9749 0.091
H -4.7873 -1.7948 5.8231 0.094
H -5.5280 -3.7380 4.4763 0.095
H -4.4562 -4.2324 2.3229 0.096
C 0.3193 3.3988 3.6974 -0.101
C 0.2860 1.8783 3.5175 -0.527
C -0.1763 1.2224 4.8147 -0.119
C -0.6121 1.4808 2.3473 -0.249
H 0.9642 3.6946 4.5384 0.066
H -0.6926 3.7807 3.8935 0.073
H 0.6938 3.8806 2.7896 0.073
H 1.3140 1.5583 3.3129 0.097
H -1.2087 1.5198 5.0333 0.069
H 0.4467 1.5240 5.6661 0.072
H -0.1473 0.1286 4.7297 0.060
H -0.4938 2.2264 1.5544 0.008
H -1.6697 1.4763 2.6494 0.025
N 5.6760 3.6370 -6.6204 0.123
C 4.9767 3.2088 -5.8119 -0.203
C 4.1120 2.6878 -4.7804 -0.256
C 4.4322 1.5020 -4.1198 -0.043
C 3.6643 1.0620 -3.0573 -0.028
C 2.5557 1.7958 -2.6124 -0.250
C 2.2093 2.9567 -3.3253 -0.026
C 2.9756 3.3988 -4.3868 -0.042
C 1.8116 1.4034 -1.4606 -0.141
C 1.1744 1.1018 -0.4620 -0.022
H 5.2980 0.9389 -4.4435 0.111
H 3.9209 0.1474 -2.5375 0.106
H 1.3360 3.5101 -3.0068 0.112
H 2.7126 4.3061 -4.9154 0.111
```

The value obtained for the gap between HOMO and LUMO (spin up / spin down) is 6.954 / 7.414 eV. Its charge is -1. Its multiplicity is 5. Its LUMO energy (spin up / spin down) is 0.088 / 0.088 hartree.